This record from OMol25 describes a structure of composition C18H34MnN3OPSi in a non-equilibrium geometry. The level of theory is the ωB97M-V functional and the def2-TZVPD basis.

Last column: Mulliken charge in e.
Positions of all 59 atoms, in Å:
Mn (-0.551, 0.604, 0.691)  -0.243
Si (1.676, 0.764, -1.709)  0.381
P (0.074, 0.701, -3.257)  1.438
N (-0.747, -0.887, -0.168)  -0.340
H (1.110, 0.558, 0.508)  -0.591
C (-1.686, 0.361, -2.996)  -1.118
H (-2.102, -0.029, -3.934)  0.489
H (-2.216, 1.273, -2.708)  0.344
H (-1.790, -0.372, -2.190)  0.143
C (0.155, 2.312, -4.092)  -1.378
H (-0.346, 2.234, -5.067)  0.443
H (1.198, 2.618, -4.252)  0.344
H (-0.350, 3.083, -3.491)  0.311
C (0.575, -0.519, -4.499)  -1.474
H (-0.021, -0.374, -5.413)  0.437
H (0.406, -1.538, -4.119)  0.373
H (1.641, -0.414, -4.746)  0.370
C (2.470, 2.408, -1.379)  -1.074
H (2.278, 2.752, -0.350)  0.261
H (2.145, 3.188, -2.085)  0.332
H (3.560, 2.264, -1.486)  0.417
H (1.419, 0.268, -0.188)  0.777
H (2.722, -0.236, -2.059)  -0.361
C (-0.593, -2.189, -0.308)  -0.265
C (-1.548, -4.456, -0.164)  -0.601
C (-1.671, -3.094, -0.004)  -0.171
C (0.619, -2.812, -0.781)  0.018
C (0.703, -4.184, -0.972)  -0.751
C (-0.377, -5.023, -0.686)  -0.416
H (-2.371, -5.106, 0.104)  0.350
H (-2.599, -2.649, 0.374)  0.512
H (1.471, -2.162, -0.983)  0.180
H (1.627, -4.602, -1.352)  0.376
H (-0.302, -6.094, -0.842)  0.363
C (-1.805, 2.808, 0.496)  0.615
O (-2.226, 1.860, -0.278)  -0.613
C (-1.909, 2.734, 1.943)  -0.941
H (-1.162, 3.313, 2.491)  0.320
H (-1.903, 1.744, 2.366)  0.196
H (-2.879, 3.151, 2.171)  0.400
C (-0.832, 3.802, -0.139)  -0.574
H (-1.452, 4.543, -0.662)  0.352
H (-0.157, 3.371, -0.914)  -0.225
H (-0.145, 4.358, 0.561)  0.259
C (2.762, -0.276, 4.799)  -1.175
C (1.506, -0.438, 4.048)  0.642
C (0.307, -1.089, 4.354)  -0.974
C (-0.566, -0.874, 3.278)  0.570
N (0.075, -0.106, 2.342)  0.536
N (1.343, 0.078, 2.807)  -0.232
C (-1.934, -1.362, 3.109)  -1.406
H (2.611, 0.364, 5.692)  0.267
H (3.070, -1.281, 5.142)  0.306
H (3.569, 0.162, 4.174)  0.302
H (0.090, -1.643, 5.261)  0.407
H (1.997, 0.658, 2.333)  0.195
H (-1.951, -2.378, 2.696)  0.254
H (-2.448, -1.398, 4.079)  0.440
H (-2.547, -0.747, 2.456)  0.199

Calculated values
2S+1	4
HOMO (alpha / beta)	-4.562 / -5.350	eV
lowest unoccupied orbital energy (alpha / beta)	0.27 / 0.41	eV
expectation value of S²	4.0017
maximum force	4.9	eV/A
energy	-2727.2993	a.u.
frontier orbital gap (alpha / beta)	0.1775 / 0.2117	Eh

***

This record from OMol25 describes a structure of composition C3H5LiMgO3 in a non-equilibrium geometry. The level of theory is the ωB97M-V functional and the def2-TZVPD basis.

Last column: Mulliken charge in e.
Positions of all 13 atoms, in Å:
O (-0.550, 0.601, 0.376)  -0.422
C (-0.023, -0.680, 0.457)  0.643
C (-1.961, 0.489, 0.435)  -0.357
O (1.106, -0.812, -0.233)  -0.915
O (-1.019, -1.527, -0.142)  -0.497
C (-2.235, -0.807, -0.331)  -0.333
Mg (2.827, 0.055, -0.230)  0.543
H (-2.406, 1.371, -0.035)  0.283
H (-2.296, 0.420, 1.482)  0.290
H (-2.383, -0.652, -1.408)  0.258
H (-3.066, -1.389, 0.082)  0.251
Li (0.356, -2.243, -1.354)  0.884
H (0.105, -1.131, 1.512)  0.370

Calculated values
net charge	+1
2S+1	2
HOMO (alpha / beta)	-10.983 / -14.291	eV
lowest unoccupied orbital energy (alpha / beta)	-3.88 / -4.50	eV
energy relative to the best compared isomer or geometry (same formula, charge and spin)	0.00	kJ/mol
expectation value of S²	0.7504
maximum force	2.1	eV/A
energy	-550.4677	a.u.
frontier orbital gap (alpha / beta)	0.2610 / 0.3599	Eh

***

This record from OMol25 describes the ion C4H13N2 with charge +1 in a non-equilibrium geometry. The level of theory is the ωB97M-V functional and the def2-TZVPD basis.

Last column: Mulliken charge in e.
Positions of all 19 atoms, in Å:
C (-1.745, 1.241, 1.345)  -0.934
N (-0.590, 1.216, 0.401)  -0.437
C (-0.649, 0.761, -0.945)  -0.407
C (-0.096, -0.776, -1.038)  -0.627
N (0.678, -0.995, 0.226)  -0.134
C (2.166, -1.192, -0.108)  -0.973
H (-2.341, 2.131, 1.147)  0.332
H (-1.272, 1.437, 2.317)  0.336
H (-2.258, 0.270, 1.326)  0.343
H (-0.165, 2.139, 0.395)  0.204
H (-1.712, 0.788, -1.237)  0.299
H (-0.102, 1.233, -1.768)  0.394
H (-0.914, -1.487, -1.117)  0.350
H (0.550, -1.056, -1.914)  0.364
H (0.437, -1.830, 0.743)  0.337
H (0.549, -0.124, 0.792)  0.413
H (2.170, -2.085, -0.708)  0.422
H (2.756, -1.335, 0.800)  0.346
H (2.538, -0.337, -0.659)  0.372

Calculated values
net charge	+1
2S+1	1
HOMO	-13.640	eV
lowest unoccupied orbital energy	-2.98	eV
energy relative to the best compared isomer or geometry (same formula, charge and spin)	162.41	kJ/mol
maximum force	3.1	eV/A
energy	-269.4388	a.u.
frontier orbital gap	0.3918	Eh

***

This record from OMol25 describes a structure of composition C6H3NO in a non-equilibrium geometry. The level of theory is the ωB97M-V functional and the def2-TZVPD basis.

Last column: Mulliken charge in e.
Positions of all 11 atoms, in Å:
C (2.012, -0.564, -0.257)  0.503
C (1.512, 0.869, -0.173)  -0.283
C (0.251, 0.916, -0.003)  -0.159
C (-0.274, -0.439, -0.217)  0.641
C (-1.756, -0.767, 0.096)  -0.499
C (-2.965, -0.558, -0.025)  -0.120
H (1.996, 2.110, 0.199)  0.212
H (-0.378, 1.746, 0.142)  0.426
H (-4.107, -0.851, 0.310)  0.289
N (0.708, -1.274, -0.340)  -0.552
O (3.002, -1.189, 0.267)  -0.459

Calculated values
2S+1	1
HOMO	-10.439	eV
lowest unoccupied orbital energy	-1.74	eV
energy relative to the best compared isomer or geometry (same formula, charge and spin)	444.18	kJ/mol
maximum force	8.4	eV/A
energy	-360.2023	a.u.
frontier orbital gap	0.3196	Eh

***

This record from OMol25 describes a structure of composition C17H47HfN4O5 in a non-equilibrium geometry. The level of theory is the ωB97M-V functional and the def2-TZVPD basis.

Last column: Mulliken charge in e.
Positions of all 74 atoms, in Å:
Hf (2.210, 3.242, -1.010)  0.688
C (0.273, 0.237, -0.704)  0.003
O (1.203, 1.277, -0.900)  0.004
H (-0.325, 0.014, -1.595)  0.193
H (0.636, -0.757, -0.432)  0.173
H (-0.480, 0.565, 0.019)  -0.078
C (3.267, 0.031, 4.374)  -1.182
C (4.065, -0.076, 3.054)  0.275
C (3.281, -0.864, 2.021)  -0.488
O (3.024, -2.172, 2.435)  -0.290
C (2.440, -3.030, 1.488)  -0.529
N (4.370, 1.252, 2.496)  -0.599
H (3.655, 0.876, 4.946)  0.409
H (3.450, -0.852, 4.980)  0.339
H (2.223, 0.234, 4.137)  0.177
H (5.017, -0.586, 3.246)  0.366
H (3.778, -0.923, 1.039)  0.437
H (2.352, -0.310, 1.796)  0.141
H (3.099, -3.244, 0.637)  0.314
H (1.591, -2.493, 1.043)  0.096
H (2.135, -3.992, 1.887)  0.318
H (5.032, 1.691, 3.127)  0.300
H (4.844, 1.039, 1.621)  0.265
C (4.393, -0.222, -7.288)  -1.355
C (3.653, 0.606, -6.226)  0.214
C (2.453, -0.215, -5.715)  -0.712
O (1.687, 0.635, -4.883)  -0.269
C (0.357, 0.195, -4.738)  -0.559
N (4.641, 0.912, -5.180)  -0.479
H (3.734, -0.356, -8.155)  0.386
H (4.686, -1.227, -6.988)  0.394
H (5.229, 0.316, -7.734)  0.435
H (3.209, 1.533, -6.586)  0.319
H (2.801, -1.108, -5.189)  0.354
H (1.952, -0.411, -6.666)  0.410
H (0.260, -0.520, -3.913)  0.236
H (-0.079, -0.285, -5.618)  0.397
H (-0.306, 1.041, -4.550)  0.135
H (5.425, 1.407, -5.600)  0.320
H (5.000, 0.023, -4.839)  0.328
C (-3.058, 1.870, -2.297)  -1.220
C (-3.564, 2.978, -1.377)  0.453
C (-4.020, 2.507, -0.003)  -0.534
O (-5.111, 1.639, -0.190)  -0.277
C (-5.489, 0.864, 0.930)  -0.663
N (-2.433, 3.878, -1.123)  -0.564
H (-2.134, 1.417, -1.929)  0.137
H (-2.748, 2.363, -3.221)  0.380
H (-3.796, 1.095, -2.485)  0.435
H (-4.375, 3.528, -1.866)  0.341
H (-4.408, 3.327, 0.616)  0.430
H (-3.166, 2.054, 0.519)  0.129
H (-4.664, 0.145, 1.054)  0.247
H (-6.379, 0.275, 0.724)  0.346
H (-5.668, 1.431, 1.845)  0.327
H (-2.804, 4.761, -0.787)  0.274
H (-1.869, 4.076, -1.940)  0.236
C (-3.298, -2.174, 6.144)  -1.309
C (-3.374, -2.804, 4.742)  0.222
C (-3.110, -1.708, 3.671)  -0.597
O (-1.822, -1.153, 3.764)  -0.330
C (-1.464, -0.234, 2.762)  -0.684
N (-2.316, -3.803, 4.570)  -0.447
H (-3.281, -3.045, 6.803)  0.397
H (-4.189, -1.577, 6.312)  0.404
H (-2.341, -1.679, 6.298)  0.284
H (-4.387, -3.150, 4.541)  0.406
H (-3.841, -0.893, 3.769)  0.362
H (-3.243, -2.118, 2.660)  0.426
H (-1.985, 0.728, 2.779)  0.336
H (-1.516, -0.681, 1.764)  0.347
H (-0.415, -0.021, 2.975)  0.119
H (-1.474, -3.228, 4.512)  0.347
H (-2.491, -4.148, 3.624)  0.350

Calculated values
net charge	+3
2S+1	1
HOMO	-15.950	eV
lowest unoccupied orbital energy	-14.55	eV
maximum force	6.4	eV/A
energy	-1317.6592	a.u.
frontier orbital gap	0.0514	Eh

***

This record from OMol25 describes a cluster of 2 separate species, C2BrF3O in total in a non-equilibrium geometry. The level of theory is the ωB97M-V functional and the def2-TZVPD basis.

Last column: Mulliken charge in e.
Positions of all 7 atoms, in Å:
C (0.592, -1.685, 0.001)  0.619
C (-0.922, 3.108, 0.387)  0.041
O (0.293, -0.585, 0.213)  -0.310
F (-0.206, -2.675, -0.320)  -0.149
F (1.817, -2.170, 0.032)  -0.152
F (-0.977, 2.843, -0.889)  -0.044
Br (-1.938, 1.880, 1.304)  -0.006

Calculated values
2S+1	1
HOMO	-9.801	eV
lowest unoccupied orbital energy	-0.45	eV
energy relative to the best compared isomer or geometry (same formula, charge and spin)	142.87	kJ/mol
maximum force	1.5	eV/A
energy	-3024.9692	a.u.
frontier orbital gap	0.3437	Eh